# 1
Formula: C42H34BrCl5N9NaO2S
Source: the Open Molecules 2025 dataset
Level of theory: the ωB97M-V functional and the def2-TZVPD basis

```
95
C42H34BrCl5N9NaO2S | the Open Molecules 2025 dataset | the ωB97M-V functional and the def2-TZVPD basis
Na -0.1375 0.4350 0.1211
Cl 0.1888 4.6174 2.7074
C 1.1477 3.1953 2.9973
C 1.9040 3.1356 4.1686
C 2.6684 2.0397 4.4513
Cl 3.6077 1.9985 5.9238
C 2.7006 0.9436 3.5591
C 3.4720 -0.2213 3.7732
C 3.4324 -1.2373 2.8614
C 2.6046 -1.1031 1.7327
N 1.8832 -0.0354 1.4928
C 1.9294 1.0000 2.3699
C 1.1115 2.1711 2.0374
O 0.4247 2.2234 0.9736
H 1.8769 3.9734 4.8524
H 4.0852 -0.2926 4.6612
H 4.0122 -2.1411 2.9942
H 2.5246 -1.9112 1.0128
C -3.0627 -2.0270 -4.6874
C -2.8805 -2.0236 -3.1962
C -3.6399 -2.8237 -2.3491
C -3.4359 -2.7754 -0.9805
C -2.4519 -1.9164 -0.5186
Br -2.1665 -1.7578 1.3543
N -1.7051 -1.1591 -1.2880
C -1.9274 -1.2081 -2.5991
H -3.9496 -2.5912 -4.9733
H -2.2057 -2.4784 -5.1904
H -3.1713 -1.0119 -5.0712
H -4.3998 -3.4802 -2.7567
H -4.0162 -3.3729 -0.2929
H -1.3125 -0.5507 -3.2072
Cl 7.2015 -7.6812 0.2182
C 5.9558 -7.0012 -0.7796
C 5.4045 -7.7572 -1.7999
C 4.4389 -7.1735 -2.5984
C 3.9914 -5.8671 -2.4092
C 2.9392 -5.3518 -3.3813
C 1.5124 -5.5200 -2.8566
N 1.2014 -4.7233 -1.6944
C 1.2306 -5.1371 -0.3823
C 0.8696 -4.0504 0.3558
N 0.6373 -2.9740 -0.4652
C 0.8473 -3.4128 -1.6795
O 3.0700 -4.0168 -3.8080
C 4.0809 -3.7761 -4.7892
C 5.4817 -3.7150 -4.2585
C 6.0212 -2.6172 -3.6559
Cl 5.2821 -1.0802 -3.4829
S 7.6086 -2.8822 -3.0759
C 7.5981 -4.4885 -3.6745
C 6.4214 -4.7892 -4.2800
C 4.5451 -5.1538 -1.3473
Cl 4.0752 -3.5305 -0.9739
C 5.5339 -5.7071 -0.5439
H 5.7412 -8.7694 -1.9738
H 4.0270 -7.7485 -3.4211
H 3.0006 -6.0057 -4.2641
H 1.3591 -6.5677 -2.5953
H 0.8136 -5.2676 -3.6541
H 1.4944 -6.1469 -0.1140
H 0.7688 -3.9755 1.4267
H 0.7775 -2.8396 -2.5919
H 3.8113 -2.8169 -5.2283
H 4.0106 -4.5417 -5.5713
H 8.4597 -5.1238 -3.5449
H 6.2129 -5.7523 -4.7258
H 5.9637 -5.1220 0.2565
C -4.3301 1.3738 -0.2798
C -3.2566 2.2375 -0.8445
N -1.9971 1.9106 -0.9728
C -1.3703 3.0111 -1.5211
C -2.2688 4.0019 -1.7402
N -3.4838 3.5025 -1.3083
C -4.7376 4.1998 -1.3338
N -5.0508 4.8680 -0.0948
N -4.4267 6.0348 0.1929
N -4.8465 6.4790 1.3105
C -5.7796 5.5937 1.8105
C -6.5258 5.6350 2.9924
C -7.4054 4.6030 3.2140
C -7.5483 3.5489 2.2859
C -6.8191 3.4933 1.1217
C -5.9215 4.5455 0.9047
H -3.9012 0.4102 -0.0218
H -5.1392 1.2081 -0.9979
H -4.7606 1.8069 0.6260
H -0.3042 3.0410 -1.6736
H -2.1657 5.0109 -2.1008
H -5.5460 3.5064 -1.5549
H -4.6970 4.9522 -2.1174
H -6.4030 6.4485 3.6940
H -8.0046 4.5901 4.1145
H -8.2567 2.7591 2.5014
H -6.9388 2.6767 0.4216
```

Properties
Kohn-Sham gap   6.04 eV
Total charge   0
LUMO energy   -0.0009 hartree
HOMO level   -6.07 eV
ΔE to the lowest compared entry with this formula, charge and spin   118.1 kJ/mol



# 2
Formula: C42H35As2F12HgN7O14
Source: the Open Molecules 2025 dataset
Level of theory: the ωB97M-V functional and the def2-TZVPD basis

```
113
C42H35As2F12HgN7O14 | the Open Molecules 2025 dataset | the ωB97M-V functional and the def2-TZVPD basis
Hg 25.7576 0.2001 -16.6264
As 26.2922 1.6525 -10.8898
F 25.4285 3.1797 -11.0156
F 24.6785 0.9357 -10.6040
F 27.1753 0.0622 -10.7417
F 27.8803 2.3838 -11.3598
F 26.5840 1.9737 -9.1777
F 26.0997 1.3697 -12.6705
As 24.7696 2.9332 -21.8659
F 24.4109 1.2897 -22.5947
F 24.9049 2.1422 -20.1813
F 25.0660 4.5672 -21.1937
F 24.6626 3.6502 -23.5092
F 23.0204 3.2494 -21.6299
F 26.5186 2.6453 -22.0063
C 35.0594 3.5915 -15.3528
C 33.8785 3.9580 -14.7976
C 32.8326 2.9738 -14.7417
C 33.1169 1.6462 -14.9542
C 34.4489 1.2878 -15.3612
C 35.4287 2.2569 -15.5008
N 32.0715 0.5658 -15.0146
O 32.4681 -0.6148 -15.0112
O 30.8815 0.8998 -15.0669
H 35.8125 4.3565 -15.4711
H 33.6924 4.9855 -14.5219
H 31.8288 3.2589 -14.4634
H 34.6856 0.2613 -15.5990
H 36.4598 2.0318 -15.7302
C 21.5472 -5.5753 -9.6723
C 22.7544 -5.3912 -10.3646
C 22.6659 -4.5747 -11.5113
C 21.5565 -3.7516 -11.7993
C 20.4105 -3.8397 -10.9377
C 20.4660 -4.7287 -9.8916
N 21.5607 -2.8790 -12.9571
O 22.6381 -2.3851 -13.3800
O 20.5008 -2.5549 -13.5123
H 21.5589 -6.2358 -8.8178
H 23.6208 -5.9877 -10.1202
H 23.4923 -4.4977 -12.2024
H 19.5208 -3.2438 -11.0782
H 19.6714 -4.8086 -9.1644
C 20.0624 8.6653 -16.1696
C 19.3731 7.9210 -15.2038
C 19.8386 6.6058 -14.9865
C 20.9441 6.0623 -15.7395
C 21.5705 6.7893 -16.7790
C 21.0733 8.1046 -16.9755
N 21.4099 4.6661 -15.5040
O 22.4426 4.2901 -16.0403
O 20.8387 3.9952 -14.7073
H 19.7386 9.6850 -16.3170
H 18.5065 8.2718 -14.6631
H 19.3258 6.0430 -14.2206
H 22.2969 6.4197 -17.4876
H 21.5589 8.8061 -17.6376
C 31.6614 7.9103 -18.2315
C 31.0934 8.3487 -17.0104
C 30.0518 7.7243 -16.4310
C 29.4665 6.6509 -17.1427
C 29.8430 6.3469 -18.4770
C 30.9947 6.9241 -18.9418
N 28.4572 5.7844 -16.5193
O 28.1370 4.6246 -16.9509
O 27.7730 6.3115 -15.6147
H 32.6040 8.3255 -18.5563
H 31.5861 9.1143 -16.4295
H 29.8200 7.8930 -15.3897
H 29.3091 5.5802 -19.0188
H 31.3680 6.5053 -19.8647
C 24.2410 -7.3718 -23.2388
C 24.2148 -8.0724 -22.0516
C 24.1576 -7.3298 -20.8706
C 24.0711 -5.9002 -20.9121
C 24.0382 -5.2408 -22.1356
C 24.0998 -5.9634 -23.2915
N 24.1190 -5.1015 -19.6213
O 23.9636 -5.6408 -18.5990
O 24.4660 -3.9721 -19.6258
H 24.1690 -7.9469 -24.1501
H 24.2417 -9.1474 -21.9514
H 24.0010 -7.7844 -19.9035
H 23.9379 -4.1690 -22.2232
H 24.0296 -5.4585 -24.2436
C 34.0085 0.5131 -21.9989
C 33.3480 -0.5491 -22.6774
C 32.0811 -0.8316 -22.2598
C 31.4060 -0.2274 -21.2032
C 32.1668 0.7584 -20.5651
C 33.4246 1.1865 -20.9930
N 30.0254 -0.7161 -20.8056
O 29.3866 -1.4096 -21.5353
O 29.5906 -0.3016 -19.7449
H 34.9911 0.7818 -22.3574
H 33.5678 -0.9800 -23.6430
H 31.5450 -1.5354 -22.8791
H 31.6616 1.3374 -19.8061
H 33.8276 2.0774 -20.5344
C 30.6014 -6.9002 -11.1307
C 29.5386 -5.9674 -10.9967
C 29.0988 -5.2931 -12.1281
C 29.4644 -5.6830 -13.4520
C 30.3537 -6.7487 -13.5450
C 30.9887 -7.2639 -12.4491
N 28.7988 -5.1006 -14.6932
O 28.9883 -5.6649 -15.7394
O 28.1889 -3.9651 -14.7044
H 31.0274 -7.3710 -10.2571
H 29.0644 -5.7074 -10.0618
H 28.3896 -4.5176 -11.8788
H 30.5588 -7.2764 -14.4646
H 31.7447 -8.0318 -12.5222
```

Properties
Kohn-Sham gap   1.49 eV
Total charge   0
LUMO energy   -0.3151 hartree
HOMO level   -10.06 eV
ΔE to the lowest compared entry with this formula, charge and spin   0.0 kJ/mol



# 3
Formula: C42H35IrN3O2
Source: the Open Molecules 2025 dataset
Level of theory: the ωB97M-V functional and the def2-TZVPD basis

```
83
C42H35IrN3O2 | the Open Molecules 2025 dataset | the ωB97M-V functional and the def2-TZVPD basis
Ir -0.5124 -0.2440 -0.0138
O -0.3474 -0.3259 1.9084
C 0.7174 -0.0275 2.7999
C 1.9361 -0.8912 2.4597
C 2.6515 -0.6815 1.1454
C 3.9936 -1.0436 1.0809
C 4.6668 -0.9538 -0.1212
C 3.9867 -0.4768 -1.2290
C 2.6616 -0.1002 -1.0982
C 1.9280 0.4627 -2.2839
C 0.7897 -0.4402 -2.8075
O -0.3111 -0.3179 -1.9116
C 0.2577 0.0435 -4.1623
C 0.4791 1.3333 -4.6298
C -0.1063 1.7673 -5.8143
C -0.9286 0.9197 -6.5378
C -1.1627 -0.3691 -6.0730
C -0.5751 -0.8009 -4.8949
C 1.3207 -1.8735 -2.8939
C 1.0965 -2.8098 -1.8904
C 1.6549 -4.0799 -1.9612
C 2.4537 -4.4297 -3.0390
C 2.6924 -3.4998 -4.0414
C 2.1270 -2.2346 -3.9705
N 2.0084 -0.2137 0.0711
C 1.0039 1.4712 2.7368
C -0.0826 2.3446 2.7706
C 0.1082 3.7172 2.7412
C 1.3956 4.2401 2.6780
C 2.4806 3.3796 2.6546
C 2.2862 2.0014 2.6869
C 0.2664 -0.4399 4.2091
C -0.4660 -1.6156 4.3656
C -0.8664 -2.0394 5.6238
C -0.5344 -1.2904 6.7462
C 0.2023 -0.1264 6.5989
C 0.5998 0.2998 5.3369
H 1.5993 -1.9321 2.4955
H 2.6655 -0.7843 3.2628
H 4.4946 -1.3967 1.9733
H 5.7071 -1.2436 -0.1944
H 4.4749 -0.3966 -2.1913
H 2.6423 0.6126 -3.0918
H 1.4970 1.4291 -2.0134
H 1.1219 2.0158 -4.0886
H 0.0854 2.7721 -6.1700
H -1.3819 1.2576 -7.4611
H -1.7989 -1.0417 -6.6340
H -0.7602 -1.8094 -4.5427
H 0.4811 -2.5536 -1.0386
H 1.4674 -4.7973 -1.1713
H 2.8835 -5.4209 -3.0998
H 3.3152 -3.7615 -4.8875
H 2.3157 -1.5193 -4.7631
H -1.0833 1.9324 2.8387
H -0.7477 4.3812 2.7829
H 1.5496 5.3116 2.6580
H 3.4867 3.7779 2.6166
H 3.1550 1.3547 2.6712
H -0.7196 -2.2011 3.4890
H -1.4350 -2.9550 5.7292
H -0.8484 -1.6160 7.7298
H 0.4662 0.4597 7.4705
H 1.1704 1.2157 5.2392
N -2.5309 -1.4816 0.3102
C -3.6892 -0.6257 0.1748
C -4.9569 -1.1224 0.0900
C -6.0684 -0.2629 -0.0394
C -5.8903 1.0884 -0.0788
C -4.5874 1.6341 -0.0147
C -4.3324 3.0214 -0.1012
C -3.0484 3.4810 -0.0837
C -2.0000 2.5529 0.0277
N -2.2044 1.2606 0.1312
C -3.4788 0.7711 0.1052
H -2.3744 -1.7263 1.2859
H -2.6472 -2.3367 -0.2200
H -5.1112 -2.1948 0.1261
H -7.0621 -0.6853 -0.0965
H -6.7366 1.7584 -0.1705
H -5.1674 3.7067 -0.1863
H -2.8228 4.5349 -0.1622
H -0.9667 2.8799 0.0531
```

Properties
Kohn-Sham gap (alpha / beta)   6.97 / 7.35 eV
<S²>   6.013
Total charge   +1
LUMO energy (alpha / beta)   -0.1119 / -0.1411 hartree
Spin multiplicity   5
HOMO level (alpha / beta)   -10.02 / -11.19 eV
ΔE to the lowest compared entry with this formula, charge and spin   0.0 kJ/mol



# 4
Formula: C42H35N7O14
Source: the Open Molecules 2025 dataset
Level of theory: the ωB97M-V functional and the def2-TZVPD basis

```
98
C42H35N7O14 | the Open Molecules 2025 dataset | the ωB97M-V functional and the def2-TZVPD basis
O 4.7620 1.6814 -3.6272
N 5.1690 2.8402 -3.5163
O 6.2342 3.3439 -3.8778
C 4.3444 3.8059 -2.7466
C 4.6645 5.1496 -2.6464
C 4.0300 6.1508 -1.8909
C 3.0179 5.6848 -0.9361
C 2.5906 4.3432 -1.1373
C 3.1462 3.4484 -2.0287
H 5.4319 5.5749 -3.2761
H 4.2353 7.2108 -1.8657
H 2.4353 6.3133 -0.2789
H 1.7480 4.0291 -0.5392
H 2.7551 2.4547 -1.8676
O -4.8539 -5.2404 -0.5679
N -4.1535 -4.7493 -1.4521
O -3.6060 -5.4518 -2.2926
C -3.9410 -3.3038 -1.4243
C -2.9312 -2.7577 -2.2432
C -2.7632 -1.3994 -2.2861
C -3.5489 -0.6081 -1.4800
C -4.5437 -1.1552 -0.6666
C -4.7193 -2.5519 -0.5477
H -2.2621 -3.3834 -2.8153
H -2.0381 -0.8203 -2.8387
H -3.4575 0.4668 -1.4296
H -5.1393 -0.5331 -0.0149
H -5.3457 -2.9143 0.2540
O -0.2995 -5.3213 2.6518
N -0.9774 -6.3332 2.4562
O -1.6138 -6.9584 3.3070
C -1.1279 -6.8109 1.0615
C -0.1490 -6.4674 0.1126
C -0.2190 -7.0307 -1.1513
C -1.2997 -7.8420 -1.5380
C -2.4424 -7.9672 -0.7323
C -2.2592 -7.4926 0.5735
H 0.6606 -5.8808 0.5213
H 0.5903 -6.8259 -1.8365
H -1.2517 -8.3760 -2.4755
H -3.3304 -8.4784 -1.0737
H -3.1002 -7.6421 1.2344
O 2.8812 1.4418 1.5708
N 3.1003 0.9709 2.7147
O 2.5824 1.3996 3.7180
C 3.8179 -0.3566 2.7186
C 4.7509 -0.7703 1.7460
C 5.3926 -2.0037 1.9159
C 5.1541 -2.7489 3.0372
C 4.2609 -2.3175 4.0235
C 3.5600 -1.1835 3.7632
H 5.0839 -0.1510 0.9262
H 6.0630 -2.5341 1.2557
H 5.7062 -3.6733 3.1208
H 4.0648 -2.9949 4.8415
H 2.8547 -0.9834 4.5562
O -7.0258 3.1818 5.6168
N -5.8096 3.4172 5.7116
O -5.3307 4.0322 6.6664
C -4.9131 2.7984 4.7144
C -5.3875 1.8848 3.7051
C -4.5588 1.3749 2.7463
C -3.1901 1.8183 2.5949
C -2.7065 2.7105 3.5555
C -3.5662 3.1811 4.5716
H -6.4497 1.6905 3.6847
H -5.0096 0.8942 1.8906
H -2.8421 1.6677 1.5837
H -1.7547 3.2207 3.5500
H -3.2011 3.9056 5.2845
O 0.5282 1.4472 -0.8525
N -0.1891 0.5267 -0.3873
O -1.3130 0.7119 0.0357
C 0.4736 -0.7969 -0.2020
C 1.8296 -1.0045 -0.4880
C 2.3611 -2.3251 -0.3083
C 1.5259 -3.3267 0.1868
C 0.2209 -3.0474 0.5007
C -0.3296 -1.8538 0.2520
H 2.4668 -0.1641 -0.7208
H 3.3840 -2.5953 -0.5251
H 1.8935 -4.3191 0.4023
H -0.3570 -3.8349 0.9615
H -1.3332 -1.7249 0.6294
O 2.2038 7.6089 -4.8065
N 1.8718 6.4437 -5.0667
O 2.1920 5.8048 -6.0995
C 1.0447 5.6807 -4.0446
C 0.6802 4.3069 -4.0947
C -0.2161 3.6864 -3.2538
C -0.6912 4.4940 -2.2465
C -0.3818 5.8878 -2.1003
C 0.5670 6.4246 -2.9562
H 1.0639 3.5281 -4.7371
H -0.4958 2.6534 -3.3989
H -1.2746 3.8216 -1.6349
H -0.6380 6.5010 -1.2491
H 0.9434 7.3897 -2.6508
```

Properties
SMILES   O=[N+]([O-])c1ccccc1.O=[N+]([O-])c1ccccc1.O=[N+]([O-])c1ccccc1.O=[N+]([O-])c1ccccc1.O=[N+]([O-])c1ccccc1.O=[N+]([O-])c1ccccc1.O=[N+]([O-])c1ccccc1
Kohn-Sham gap   8.40 eV
Total charge   0
LUMO energy   -0.0454 hartree
HOMO level   -9.63 eV
ΔE to the lowest compared entry with this formula, charge and spin   416.5 kJ/mol



# 5
Formula: C42H35N8PbS2Sb
Source: the Open Molecules 2025 dataset
Level of theory: the ωB97M-V functional and the def2-TZVPD basis

```
89
C42H35N8PbS2Sb | the Open Molecules 2025 dataset | the ωB97M-V functional and the def2-TZVPD basis
Pb 2.4471 0.8773 -1.9089
C 6.1480 -2.1158 -0.7176
C 5.2436 -1.3961 -1.4340
N 4.4364 -0.5236 -0.8179
C 4.5608 -0.2724 0.4800
C 5.5389 -1.0417 1.2105
N 6.2615 -1.9240 0.5736
C 3.7449 0.6837 1.1891
C 3.5854 0.6257 2.5866
C 2.8189 1.6102 3.2276
C 2.0790 2.4979 2.4591
C 2.1392 2.2944 1.0596
N 3.0244 1.5230 0.4310
C 1.3032 3.1723 0.1827
C 0.2763 3.9959 0.7037
N -0.4157 4.7875 -0.1087
C -0.2502 4.7342 -1.4259
C 0.7746 3.9422 -1.9507
N 1.4647 3.1277 -1.1861
C 2.9325 1.7382 4.7210
C 2.1843 2.6923 5.4781
C 2.3247 2.6541 6.8572
N 3.0892 1.7551 7.5019
C 3.8264 0.9494 6.7737
C 3.8746 0.9176 5.4126
H 6.7588 -2.8736 -1.2332
H 5.1491 -1.3965 -2.5113
H 5.7684 -0.8478 2.2433
H 4.0443 -0.1282 3.2293
H 1.2947 3.0996 2.9279
H 0.0186 3.9771 1.7290
H -0.8279 5.4083 -2.0435
H 1.0226 3.9669 -3.0176
H 1.5841 3.4733 5.1079
H 1.7246 3.3355 7.4291
H 4.4671 0.2520 7.3568
H 4.6365 0.3277 4.9088
S 0.4852 -0.3669 -0.7551
Sb -2.5848 0.8159 -1.3800
C -3.9803 1.9051 0.0147
C -3.9040 3.2812 -0.0216
C -4.6630 4.0717 0.8510
C -5.4490 3.4610 1.8028
C -5.4171 2.0906 1.9431
C -4.6609 1.3042 1.0668
C -3.6669 1.3253 -3.1983
C -3.9444 2.6260 -3.6706
C -4.4992 2.8605 -4.9430
C -4.8814 1.7883 -5.7346
C -4.7318 0.4523 -5.2569
C -4.0316 0.2290 -4.0309
C -3.3811 -1.2171 -1.0766
C -2.6813 -2.3278 -0.6038
C -3.3255 -3.5401 -0.4624
C -4.7592 -3.6031 -0.5650
C -5.4328 -2.4954 -1.1120
C -4.7401 -1.2762 -1.3022
H -3.2097 3.8007 -0.6808
H -4.4914 5.1631 0.8480
H -5.9925 4.0885 2.5400
H -5.9015 1.6197 2.8028
H -4.5346 0.2037 1.2555
H -3.6949 3.5385 -3.0829
H -4.6147 3.8967 -5.2980
H -5.2236 1.9409 -6.7550
H -4.8352 -0.4408 -5.9255
H -3.8073 -0.8292 -3.8066
H -1.6826 -2.2384 -0.2954
H -2.7832 -4.4612 -0.2156
H -5.3139 -4.5267 -0.3012
H -6.4502 -2.5355 -1.3738
H -5.3245 -0.3928 -1.5860
C 4.1876 -4.9725 -2.7227
C 3.0513 -4.5390 -1.8352
C 2.6286 -5.0566 -0.6548
C 1.5652 -4.5482 0.0919
N 0.7514 -3.5899 -0.4291
C 1.0850 -3.1028 -1.6019
S 0.3264 -1.6888 -2.3250
N 2.2719 -3.4965 -2.2678
C 1.1849 -5.1017 1.4346
H 3.8151 -4.9368 -3.7481
H 4.3456 -6.0225 -2.4277
H 5.1072 -4.3302 -2.5623
H 3.1768 -5.8356 -0.1063
H 2.2633 -3.2463 -3.2681
H 1.6488 -4.4745 2.2223
H 1.5544 -6.1169 1.5601
H 0.0923 -5.0524 1.5241
```

Properties
Kohn-Sham gap (alpha / beta)   2.91 / 3.19 eV
Total charge   +4
LUMO energy (alpha / beta)   -0.5214 / -0.5109 hartree
HOMO level (alpha / beta)   -17.09 / -17.09 eV



Max |F|? In order: 0.88 5.08 0.37 4.48 3.25 eV Å⁻¹.